Entry 1:
The following is a DFT calculation (ωB97M-V/def2-TZVPD) of C23H30N3O as an isolated structure in a non-equilibrium geometry.

Each line ends with the natural charge from an NBO analysis.
Element x y z (Å)
C (2.44182, -2.31526, 2.96224)  -0.422
N (1.39062, -1.57922, 2.30942)  -0.455
C (0.36052, -1.02771, 3.02600)  0.680
O (0.19735, -1.14684, 4.23105)  -0.575
C (-0.52334, -0.26599, 2.04270)  -0.127
C (-0.63817, 1.22396, 2.34870)  -0.422
C (-1.34719, 1.47712, 3.65711)  0.065
C (-0.72115, 2.22155, 4.65888)  -0.238
C (-1.33052, 2.35885, 5.90855)  -0.180
C (-2.59000, 1.78503, 6.13900)  -0.210
C (-3.23717, 1.08380, 5.11149)  -0.192
C (-2.61900, 0.94052, 3.86563)  -0.248
N (0.14886, -0.51322, 0.77144)  -0.383
C (-0.34941, -0.02704, -0.38250)  0.167
C (0.28174, -0.20527, -1.59941)  -0.478
C (-0.40514, -0.13299, -2.88504)  0.012
C (0.38693, -0.10447, -4.15954)  -0.046
C (0.00814, 0.46668, -5.41158)  -0.221
C (0.70449, 0.14861, -6.56941)  -0.196
C (1.88379, -0.60373, -6.54785)  -0.169
C (2.35384, -1.01173, -5.29653)  -0.196
C (1.64663, -0.73779, -4.14337)  -0.190
C (1.39888, -1.29827, 0.88153)  0.339
C (2.65293, -0.47500, 0.50842)  -0.640
C (1.37142, -2.61839, 0.08061)  -0.646
H (2.22460, -2.35642, 4.03103)  0.263
H (2.50542, -3.33572, 2.56830)  0.205
H (3.41057, -1.82534, 2.80804)  0.202
H (-1.52931, -0.72735, 2.01784)  0.227
H (0.37753, 1.64658, 2.38910)  0.219
H (-1.17586, 1.71847, 1.52482)  0.204
H (0.25950, 2.65456, 4.44175)  0.210
H (-0.81589, 2.91490, 6.69567)  0.222
H (-3.07135, 1.89005, 7.11332)  0.225
H (-4.22307, 0.64245, 5.26801)  0.221
H (-3.09841, 0.39433, 3.04883)  0.197
H (-1.34425, 0.47185, -0.30180)  0.212
H (1.36622, -0.47766, -1.52306)  0.252
H (-1.41657, -0.70357, -2.90511)  0.246
H (-0.82786, 1.17717, -5.55864)  0.200
H (0.32843, 0.48111, -7.53540)  0.232
H (2.42167, -0.83560, -7.45112)  0.236
H (3.26741, -1.58556, -5.20389)  0.232
H (1.99665, -1.10909, -3.17405)  0.210
H (2.76030, 0.37582, 1.19472)  0.233
H (3.53887, -1.12200, 0.57178)  0.233
H (2.62885, -0.06307, -0.50406)  0.215
H (0.62341, -3.29842, 0.51056)  0.235
H (1.12223, -2.46543, -0.97427)  0.225
H (2.36344, -3.09010, 0.13613)  0.231
C (-2.90383, 1.70737, -2.63616)  -0.421
N (-1.77510, 1.08433, -3.32032)  -0.691
H (-2.52154, 2.17329, -1.71723)  0.212
H (-3.38184, 2.46335, -3.27105)  0.229
H (-3.65541, 0.93760, -2.36011)  0.212
H (-2.01992, 1.01936, -4.30727)  0.417
H (-0.90174, 1.59955, -3.08392)  0.428

Atoms 1-3, force components in eV/Å:
C 0.444 -0.282 -0.074
N -0.434 0.369 0.220
C 0.123 -0.348 0.867

Results
Orbital gap ... 7.330 eV
Charge ... +1
Energy above the lowest of the compared OMol25 structures with the same formula, charge and spin ... 83.0 kcal per mole
Electronic energy ... -30846.7430 eV
Molecular weight ... 364.5 u


Entry 2:
The following is a DFT calculation (ωB97M-V/def2-TZVPD) of C23H30N4ORuS as an isolated structure in a non-equilibrium geometry.

Each line ends with the natural charge from an NBO analysis.
Element x y z (Å)
Ru (-0.06455, 0.10304, 0.10203)  1.355
C (-0.63195, -1.08236, 3.18113)  -0.237
C (-2.10655, -1.00327, 2.79873)  -0.461
C (-2.42915, -1.55176, 1.43393)  0.240
C (-3.71185, -2.05576, 1.20643)  -0.216
C (-4.02075, -2.64196, -0.00437)  -0.071
C (-3.02185, -2.77456, -0.96287)  -0.224
C (-1.77415, -2.25306, -0.67607)  0.055
N (-1.49795, -1.62726, 0.47503)  -0.500
N (0.20985, -0.05016, 2.56633)  -0.336
C (-0.14505, 1.30294, 3.04063)  -0.289
C (-1.22555, 1.99624, 2.24403)  0.212
C (-2.12195, 2.88384, 2.83493)  -0.217
C (-3.04805, 3.54334, 2.04103)  -0.075
C (-3.08435, 3.28844, 0.67423)  -0.209
C (-2.16145, 2.39784, 0.15283)  0.057
N (-1.25725, 1.79174, 0.92063)  -0.411
C (1.63365, -0.32146, 2.81783)  -0.272
C (2.50965, 0.49534, 1.90163)  0.202
C (3.66575, 1.13374, 2.33673)  -0.212
C (4.43175, 1.84694, 1.42633)  -0.079
C (4.03105, 1.89724, 0.09853)  -0.206
C (2.87475, 1.22474, -0.26167)  0.058
N (2.13545, 0.54924, 0.61643)  -0.504
H (-0.56365, -1.01276, 4.27573)  0.242
H (-0.25665, -2.06576, 2.88493)  0.238
H (-2.67375, -1.60026, 3.51773)  0.280
H (-2.48065, 0.01914, 2.88823)  0.242
H (-4.45105, -2.00557, 1.99203)  0.259
H (-5.01765, -3.01646, -0.18507)  0.267
H (-3.20495, -3.29266, -1.89017)  0.268
H (-0.94815, -2.38526, -1.37207)  0.211
H (-0.43565, 1.26434, 4.09783)  0.251
H (0.74635, 1.93794, 2.97653)  0.257
H (-2.09005, 3.05924, 3.89923)  0.264
H (-3.73725, 4.24963, 2.48033)  0.271
H (-3.80655, 3.76804, 0.03293)  0.276
H (-2.13295, 2.15874, -0.91087)  0.242
H (1.89195, -0.11846, 3.86533)  0.249
H (1.83165, -1.38656, 2.63463)  0.256
H (3.96715, 1.07334, 3.37163)  0.262
H (5.32195, 2.36664, 1.74713)  0.269
H (4.59795, 2.44324, -0.63897)  0.269
H (2.52125, 1.22374, -1.28637)  0.229
C (-0.00095, -1.07836, -5.94187)  -0.638
C (0.63325, -0.21216, -4.88177)  -0.535
S (0.30335, -1.03256, -3.24387)  1.193
O (0.10715, 0.04304, -2.19727)  -1.022
C (1.90895, -1.78776, -2.70217)  -0.548
C (3.15765, -1.10026, -3.20767)  -0.642
H (0.32285, -0.73816, -6.92697)  0.268
H (-1.08585, -1.00876, -5.91847)  0.235
H (0.30085, -2.12096, -5.85657)  0.227
H (0.18505, 0.78014, -4.83427)  0.264
H (1.70885, -0.13216, -5.02237)  0.250
H (1.87605, -2.82536, -3.02897)  0.263
H (1.82525, -1.74976, -1.60387)  0.211
H (3.40345, -1.41126, -4.21957)  0.249
H (4.00735, -1.38336, -2.58577)  0.254
H (3.07815, -0.01536, -3.17377)  0.210

Atoms 1-3, force components in eV/Å:
Ru 0.314 -0.505 2.742
C -0.639 -0.663 0.058
C 0.231 0.172 -0.133

Results
Orbital gap (spin up / spin down) ... 6.371 / 6.902 eV
Charge ... +3
Electronic energy ... -45735.6740 eV
Spin multiplicity ... 2
Molecular weight ... 511.7 u


Entry 3:
The following is a DFT calculation (ωB97M-V/def2-TZVPD) of C23H31AsBrF6N3OPtSi2Te as an isolated structure.

Each line ends with the natural charge from an NBO analysis.
Element x y z (Å)
Pt (0.72583, -1.15566, 0.42746)  0.759
Br (-4.89403, 2.51555, -5.44720)  0.131
C (-5.35006, 1.64410, -3.84728)  -0.058
C (-4.84505, 0.37039, -3.59979)  -0.220
C (-5.16204, -0.27080, -2.41946)  -0.219
C (-5.99071, 0.36888, -1.49477)  0.085
C (-6.54128, 1.61726, -1.77585)  -0.178
C (-6.20143, 2.27005, -2.94574)  -0.232
N (-6.38791, -0.20651, -0.26595)  -0.046
N (-5.75730, -1.11108, 0.27169)  -0.044
C (-4.45482, -1.45418, 0.28035)  0.080
C (-4.15313, -2.83866, 0.35914)  -0.129
C (-2.87507, -3.30109, 0.31121)  -0.256
C (-1.78773, -2.38271, 0.26629)  0.453
O (-0.58821, -2.75099, 0.20681)  -0.569
C (-2.08271, -0.95636, 0.32344)  0.073
N (-0.99517, -0.13286, 0.36900)  -0.390
C (-1.18948, 1.17431, 0.44641)  0.087
C (-2.46926, 1.72688, 0.51758)  -0.209
C (-3.57044, 0.91261, 0.47673)  -0.133
C (-3.38848, -0.47386, 0.34405)  -0.007
H (-4.21982, -0.11375, -4.33656)  0.244
H (-4.79444, -1.27252, -2.24025)  0.232
H (-7.22353, 2.06264, -1.06389)  0.246
H (-6.60461, 3.24753, -3.16859)  0.249
H (-4.98919, -3.52390, 0.41004)  0.254
H (-2.64383, -4.35687, 0.32320)  0.264
H (-0.31215, 1.80388, 0.45996)  0.231
H (-2.56952, 2.79820, 0.61438)  0.251
H (-4.56123, 1.33580, 0.56003)  0.243
C (3.04185, -1.42479, -3.72258)  -1.118
Si (2.93690, 0.24461, -2.90360)  1.637
C (1.14307, 0.80409, -2.85934)  -1.131
C (3.98271, 1.52282, -3.76402)  -1.118
C (3.59341, 0.04105, -1.12467)  -1.142
Te (2.33241, 0.82368, 0.39064)  0.859
C (3.66128, 0.61568, 2.01654)  -1.135
Si (2.93471, 1.30103, 3.64267)  1.645
C (3.43848, 3.09874, 3.72338)  -1.121
C (3.62443, 0.32876, 5.06633)  -1.120
C (1.06039, 1.19600, 3.57080)  -1.134
H (2.65299, -1.38951, -4.74221)  0.247
H (2.46572, -2.16947, -3.16808)  0.245
H (4.07431, -1.77579, -3.77298)  0.252
H (0.73731, 0.81663, -3.87352)  0.254
H (1.03101, 1.81253, -2.45203)  0.234
H (0.52720, 0.11581, -2.27333)  0.227
H (3.64996, 1.67476, -4.79260)  0.250
H (5.02885, 1.21253, -3.79687)  0.250
H (3.93533, 2.48789, -3.25451)  0.241
H (4.55320, 0.54117, -0.98246)  0.259
H (3.72975, -1.01187, -0.87364)  0.277
H (4.52803, 1.20261, 1.70274)  0.253
H (3.94579, -0.43160, 2.08248)  0.287
H (4.51690, 3.19886, 3.86172)  0.248
H (2.95068, 3.60612, 4.55811)  0.248
H (3.16800, 3.63496, 2.80979)  0.233
H (4.71499, 0.29545, 5.02584)  0.250
H (3.25471, -0.69721, 5.06206)  0.262
H (3.34246, 0.79358, 6.01350)  0.248
H (0.63996, 1.93331, 2.87841)  0.216
H (0.64229, 1.41392, 4.55626)  0.258
H (0.72335, 0.19813, 3.28553)  0.246
F (2.34183, -2.39296, 0.47653)  -0.625
As (2.79143, -3.44981, 2.04754)  2.846
F (4.33597, -2.71445, 1.88949)  -0.607
F (2.26545, -2.04665, 2.93379)  -0.633
F (3.19279, -4.31964, 3.44459)  -0.590
F (1.15666, -3.97206, 2.01214)  -0.605
F (3.23024, -4.66520, 0.94310)  -0.588

Atoms 1-3, force components in eV/Å:
Pt 0.051 0.082 -0.087
Br -0.001 -0.002 0.004
C 0.001 0.002 -0.002

Results
Orbital gap (spin up / spin down) ... 6.634 / 6.552 eV
Charge ... +1
Energy above the lowest of the compared OMol25 structures with the same formula, charge and spin ... 5.3 kcal per mole
Electronic energy ... -204350.9116 eV
Spin multiplicity ... 2
Molecular weight ... 1013.2 u


Entry 4:
The following is a DFT calculation (ωB97M-V/def2-TZVPD) of an isolated ion of composition C23H31BF4NO8SSi and charge +1 in a non-equilibrium geometry.

Each line ends with the natural charge from an NBO analysis.
Element x y z (Å)
C (-2.98911, -1.12228, 1.21248)  -0.206
C (-1.85148, -1.19104, 0.75688)  0.023
C (-0.31791, -1.05214, 0.62382)  -0.101
C (0.45536, -2.30606, 0.99393)  0.107
C (-0.40846, -3.54362, 1.51793)  -0.496
C (-0.94051, -4.47202, 0.32429)  -0.074
O (-2.19293, -4.04708, -0.24151)  -0.708
C (1.99706, -2.36892, 0.87622)  -0.302
S (2.74796, -3.97156, 1.29836)  1.969
O (1.99400, -5.14562, 0.77691)  -0.876
O (4.12119, -4.21899, 0.83832)  -0.857
C (2.75228, -4.19329, 3.17559)  0.772
F (1.85789, -3.30313, 3.75537)  -0.313
F (2.41679, -5.50163, 3.47701)  -0.278
F (4.04277, -3.93160, 3.60208)  -0.291
C (2.74894, -1.11836, 0.43594)  0.066
C (4.31285, -1.26471, 0.44508)  -0.524
C (4.92731, -1.89504, -0.87917)  0.056
F (6.29439, -2.25727, -0.62116)  -0.360
C (1.95821, 0.12883, 0.05541)  0.123
C (2.66270, 1.38802, -0.45318)  -0.036
C (4.19096, 1.56534, -0.72519)  -0.138
O (4.86277, 2.05254, 0.49064)  -0.275
O (4.04300, 1.85096, 1.58262)  -0.446
C (1.84934, 2.62137, -0.74700)  0.273
C (2.42524, 4.00450, -1.21036)  -0.845
B (2.00063, 5.25606, -0.22479)  1.153
O (2.19735, 6.57762, -0.72473)  -0.877
O (1.45798, 5.00905, 1.07530)  -0.915
N (0.42178, 2.59953, -0.60531)  -0.483
C (-0.29880, 1.46216, -0.19721)  0.376
C (-1.86674, 1.70136, -0.17915)  -0.487
C (-2.46864, 1.07863, -1.52051)  -0.077
O (-3.69687, 1.71212, -1.95014)  -0.856
Si (-5.10162, 1.03295, -1.20685)  1.850
C (-5.28215, 1.70674, 0.58199)  -1.153
C (-6.60538, 1.76053, -2.18060)  -1.123
C (-5.25579, -0.86376, -1.34658)  -1.156
C (0.42153, 0.18777, 0.16104)  -0.093
H (-4.03843, -0.92668, 1.56373)  0.276
H (0.21159, -4.23653, 2.17747)  0.247
H (-1.24584, -3.20356, 2.21424)  0.259
H (-1.13735, -5.49071, 0.80330)  0.203
H (-0.12614, -4.66738, -0.44804)  0.202
H (-1.94138, -3.60303, -1.08142)  0.466
H (4.87759, -0.31554, 0.73510)  0.265
H (4.55055, -1.93313, 1.34130)  0.269
H (4.42366, -2.87508, -1.17495)  0.203
H (4.86381, -1.22980, -1.78810)  0.165
H (4.44018, 2.35234, -1.51439)  0.219
H (4.70996, 0.63964, -1.14211)  0.222
H (3.87708, 2.75570, 1.92782)  0.478
H (1.97096, 4.24700, -2.23115)  0.260
H (3.54319, 4.07982, -1.28448)  0.291
H (1.86771, 6.53490, -1.65133)  0.497
H (0.60547, 5.50084, 1.10956)  0.509
H (-0.10945, 3.44987, -0.84693)  0.440
H (-2.07410, 2.82501, -0.24294)  0.233
H (-2.36217, 1.35751, 0.77113)  0.272
H (-2.57700, -0.04479, -1.51605)  0.204
H (-1.71063, 1.31521, -2.34591)  0.184
H (-4.55324, 1.24833, 1.31613)  0.216
H (-5.04753, 2.82381, 0.56026)  0.249
H (-6.35645, 1.61744, 0.92233)  0.262
H (-6.30998, 2.75167, -2.63436)  0.251
H (-7.47584, 1.83069, -1.45651)  0.245
H (-6.84806, 1.03183, -3.01360)  0.242
H (-4.31239, -1.40734, -1.64723)  0.243
H (-6.03766, -1.10253, -2.14183)  0.265
H (-5.56197, -1.25346, -0.32483)  0.243

Atoms 1-3, force components in eV/Å:
C 0.635 0.354 -0.545
C 1.029 1.261 1.370
C 1.044 -1.952 0.127

Results
Orbital gap ... 6.453 eV
Charge ... +1
Electronic energy ... -72468.8596 eV
Molecular weight ... 596.5 u


Which of these has the highest electronic energy?
C23H30N3O


Which of these has the highest electronic energy?
C23H30N3O